Entry from OMol25: 2 unconnected molecules or ions with the total composition C35H53Cl3FN3O7P in a non-equilibrium geometry (ωB97M-V with the def2-TZVPD basis set).

## Properties
Multiplicity: 2
Orbital gap (spin up / spin down): 0.329 / 0.329 hartree

Each line ends with the Löwdin spin population.
Atoms and positions in Å:
C -2.28904 -4.13748 2.20897  0.000
C -1.06552 -3.64320 1.95456  0.000
C -0.50336 -3.30068 0.54558  0.000
C -0.18374 -4.74196 0.01650  0.000
C -0.06018 -5.88534 1.00233  0.000
O -0.64190 -6.91924 0.78141  0.000
F 0.71876 -5.85745 2.11272  0.000
C -1.40188 -2.35808 -0.38222  0.000
C -2.94129 -2.51049 -0.32078  0.000
C -3.75733 -1.46276 0.45909  0.000
C -3.39667 -1.21980 1.93388  0.000
O -5.11556 -1.97789 0.44549  0.000
C -6.06762 -0.99950 0.08089  0.000
C -6.46106 -0.14392 1.28360  0.000
C -6.88694 -0.83551 2.40571  0.000
C -7.24284 -0.20188 3.56600  0.000
C -7.17560 1.18815 3.59834  0.000
C -6.74187 1.87279 2.50291  0.000
C -6.39155 1.22634 1.32804  0.000
C -1.04508 -2.35231 -1.91671  0.000
Cl -0.11429 -3.64967 -2.68558  0.000
C -1.42108 -1.42984 -2.80894  0.000
C -1.09822 -1.39207 -4.28400  0.000
Cl -2.45500 -0.06130 -2.39214  0.000
C -0.73066 -1.00726 0.03704  0.000
O -1.17334 0.06210 0.34068  0.000
N 0.65009 -1.36417 -0.10304  0.000
C 0.77260 -2.40118 0.98527  0.000
O 0.46310 -1.58649 2.11740  0.000
C 1.51774 -1.32139 3.02922  0.000
C 2.39695 -0.12867 2.59306  0.000
N 3.30225 0.30004 3.66897  0.000
C 4.25242 1.27992 3.10744  0.000
C 5.50656 1.29464 4.03322  0.000
C 6.30557 0.01380 3.70240  0.000
O 6.30453 2.44592 3.79494  0.000
P 2.59619 -2.91682 0.70125  0.000
O 2.77595 -4.54096 0.90902  0.000
Cl 2.91528 -2.68439 -1.36189  0.000
H -2.85634 -3.90668 3.10590  0.000
H -2.67941 -4.85913 1.48151  0.000
H -0.40885 -3.65476 2.82736  0.000
H -0.97162 -5.00078 -0.69348  0.000
H 0.72575 -4.73703 -0.59878  0.000
H -3.34225 -2.46780 -1.34024  0.000
H -3.27700 -3.49588 0.02207  0.000
H -3.81003 -0.47774 -0.01104  0.000
H -3.78649 -0.24931 2.26823  0.000
H -3.84741 -1.96580 2.59872  0.000
H -2.32545 -1.21106 2.15440  0.000
H -6.97527 -1.55798 -0.19490  0.000
H -5.79751 -0.40540 -0.80416  0.000
H -6.90576 -1.92428 2.37758  0.000
H -7.55374 -0.79678 4.41927  0.000
H -7.45540 1.67195 4.53108  0.000
H -6.67011 2.95774 2.54443  0.000
H -6.03033 1.78476 0.46739  0.000
H -2.03408 -1.56543 -4.83188  0.000
H -0.82824 -0.35083 -4.52161  0.000
H -0.27269 -2.01149 -4.61879  0.000
H 1.25666 -0.56425 0.06764  0.000
H 1.02806 -0.96024 3.94774  0.000
H 2.10493 -2.19149 3.35703  0.000
H 1.67454 0.69452 2.41732  0.000
H 2.90948 -0.29261 1.64138  0.000
H 2.74615 0.82964 4.33284  0.000
H 3.78969 2.27891 3.01106  0.000
H 4.62360 0.98507 2.11886  0.000
H 5.11764 1.24911 5.06235  0.000
H 5.62246 -0.68641 3.20899  0.000
H 6.71018 -0.46769 4.59469  0.000
H 7.06759 0.28414 2.96315  0.000
H 5.69464 3.18048 3.66451  0.000
H 3.08629 -4.91439 0.06994  0.000
C 2.05336 5.57115 -3.33674  0.002
C 2.84673 4.36280 -2.76110  0.026
C 3.64872 3.63945 -3.85907  0.015
C 2.86642 2.63553 -4.70324  0.001
C 2.04475 1.70764 -3.81459  0.014
C 1.13194 2.48411 -2.86437  0.027
N 1.90030 3.46365 -2.03662  0.351
O 2.56630 2.79975 -1.13559  0.556
C 0.04084 3.17934 -3.70278  0.001
C 0.35808 1.50767 -1.98465  -0.001
C 3.87861 5.00552 -1.82885  -0.001
H 0.97529 5.44238 -3.29173  0.001
H 2.24014 6.47920 -2.76264  0.000
H 2.31931 5.77306 -4.37586  0.000
H 4.47580 3.09327 -3.39322  0.002
H 4.11404 4.37582 -4.51740  0.001
H 2.22748 3.15571 -5.42226  0.000
H 3.56482 2.04262 -5.29845  0.001
H 1.44768 1.03716 -4.43779  0.001
H 2.72314 1.06461 -3.24333  0.003
H -0.62585 3.76608 -3.06767  0.001
H -0.56874 2.43442 -4.21715  0.000
H 0.43314 3.83364 -4.47906  0.000
H 1.01696 0.85380 -1.42078  -0.001
H -0.27874 0.86332 -2.59745  0.000
H -0.28638 2.03418 -1.28068  0.000
H 3.39863 5.48126 -0.97176  0.000
H 4.43337 5.77259 -2.37107  0.000
H 4.60783 4.28715 -1.45531  0.000



Entry from OMol25: 10 unconnected molecules or ions with the total composition C35H53ClNO19 in a non-equilibrium geometry (ωB97M-V with the def2-TZVPD basis set).

## Properties
Relative energy (zero: lowest compared OMol25 entry of this formula, charge and spin): 107.2 kcal per mole
Orbital gap: 0.291 hartree
Charge: -1

Each line ends with the Mulliken charge.
Atoms and positions in Å:
Cl -24.86288 2.48956 -4.92046  1.594
O -24.88796 3.86747 -5.29746  -0.631
O -24.01754 2.27914 -3.78506  -0.645
O -26.07612 1.82283 -4.73106  -0.618
O -24.26037 1.87476 -6.02836  -0.704
O -29.64373 -3.75341 -6.06893  -0.613
C -28.96338 -3.47964 -5.07510  0.473
O -29.52000 -2.91832 -3.93887  -0.333
C -28.53494 -2.72454 -2.96465  -0.374
C -27.44017 -3.67677 -3.38938  -0.473
C -27.47659 -3.59355 -4.89128  -0.361
H -28.78388 -3.00741 -1.94185  0.303
H -28.19579 -1.68889 -2.98731  0.276
H -27.69796 -4.66087 -2.99797  0.287
H -26.42022 -3.38958 -3.13380  0.304
H -27.07754 -4.47895 -5.38616  0.256
H -27.06572 -2.69158 -5.34489  0.256
O -23.30606 10.89461 -0.12973  -0.630
C -22.71297 9.95337 -0.61996  0.484
O -23.34494 8.91592 -1.12816  -0.338
C -22.33761 7.97077 -1.67047  -0.313
C -21.05668 8.77344 -1.78592  -0.437
C -21.23356 9.90287 -0.88017  -0.288
H -22.61565 7.61905 -2.66399  0.305
H -22.15248 7.12786 -1.00464  0.221
H -20.89284 9.06251 -2.82404  0.244
H -20.21162 8.20533 -1.39702  0.266
H -20.94647 10.88471 -1.25653  0.257
H -20.75524 9.71905 0.08187  0.231
O -30.80305 2.92159 1.87360  -0.598
C -29.60079 3.03086 1.68293  0.439
O -29.06262 3.50616 0.49893  -0.347
C -27.62894 3.49992 0.50465  -0.279
C -27.29765 3.03681 1.89009  -0.481
C -28.53754 2.67581 2.65554  -0.235
H -27.28007 4.52203 0.35741  0.197
H -27.24893 2.86885 -0.29875  0.261
H -26.72985 3.74612 2.49224  0.323
H -26.73266 2.10472 1.90094  0.247
H -28.69677 3.27387 3.55279  0.239
H -28.68700 1.60784 2.81430  0.234
O -19.66931 4.28545 2.09771  -0.579
C -19.73071 3.08454 2.01650  0.524
O -18.92482 2.21348 2.64044  -0.372
C -19.01898 0.84957 2.16029  -0.386
C -19.71468 1.04615 0.90271  -0.411
C -20.56743 2.29846 1.04479  -0.393
H -19.45897 0.18426 2.90316  0.268
H -18.01322 0.46844 1.98343  0.256
H -20.32745 0.22159 0.53842  0.321
H -18.94313 1.10593 0.13508  0.231
H -21.54617 2.20603 1.51557  0.250
H -20.68509 2.80248 0.08551  0.291
O -26.36948 -1.25613 -13.63479  -0.622
C -26.67257 -0.93366 -12.47408  0.538
O -26.06166 -1.46886 -11.37953  -0.351
C -26.47633 -0.95531 -10.14256  -0.295
C -27.79372 -0.35888 -10.55978  -0.546
C -27.66578 0.01844 -12.02940  -0.337
H -25.78384 -0.14473 -9.91557  0.265
H -26.52332 -1.76059 -9.40947  0.259
H -28.17897 0.46135 -9.95405  0.345
H -28.54853 -1.14520 -10.55337  0.248
H -27.40941 1.06939 -12.16305  0.253
H -28.61158 -0.07467 -12.56315  0.245
O -18.89645 4.49174 -4.04198  -0.613
C -19.19744 4.46296 -5.20576  0.449
O -19.79855 5.47159 -5.81557  -0.333
C -20.05962 5.16443 -7.18128  -0.361
C -19.23392 3.94247 -7.53032  -0.547
C -18.87617 3.32985 -6.20308  -0.296
H -19.81417 5.92538 -7.92211  0.302
H -21.12245 4.92377 -7.20534  0.302
H -18.37298 4.22908 -8.13427  0.257
H -19.77360 3.27064 -8.19779  0.315
H -17.85445 2.95378 -6.15029  0.284
H -19.58253 2.54295 -5.93865  0.238
O -20.60954 -5.27062 -1.60490  -0.620
C -20.46706 -4.24236 -2.26283  0.486
O -21.50158 -3.61676 -2.86510  -0.330
C -21.17071 -2.54520 -3.74097  -0.310
C -19.65934 -2.62127 -3.80490  -0.492
C -19.20315 -3.47836 -2.58845  -0.284
H -21.48497 -1.56316 -3.38750  0.237
H -21.70176 -2.68310 -4.68281  0.263
H -19.21673 -1.62579 -3.76994  0.303
H -19.29442 -2.97438 -4.76939  0.276
H -19.00801 -2.84413 -1.72372  0.189
H -18.38089 -4.15400 -2.82402  0.281
N -29.69380 5.49238 -7.10020  0.028
C -30.73338 4.78505 -7.66031  -0.469
C -31.90466 5.60186 -7.49767  -0.465
C -31.50412 6.73119 -6.79912  -0.329
C -30.15023 6.67744 -6.56778  -0.518
H -28.73062 5.19040 -7.06527  0.212
H -30.54355 3.82965 -8.12675  0.392
H -32.91958 5.36790 -7.78335  0.363
H -32.14272 7.55646 -6.52073  0.378
H -29.45568 7.33487 -6.06598  0.410
C -24.41380 9.52267 -7.19917  -0.957
C -25.85482 10.00521 -7.62433  0.805
O -26.61993 10.62071 -6.91340  -0.542
C -26.12946 9.74974 -9.08755  -1.135
H -24.43325 8.51971 -6.77282  0.246
H -23.90474 10.17910 -6.49344  0.321
H -23.87066 9.38122 -8.13356  0.298
H -26.19595 8.68140 -9.29335  0.322
H -25.32933 10.17021 -9.69672  0.325
H -27.11239 10.05348 -9.44768  0.318



Calculated total energy in order - -3877.96989, -3309.74204 Eh